Entry 1:
Computed, not measured: a structure of composition C28H44BrMgN3P2 in a non-equilibrium geometry, with ωB97M-V/def2-TZVPD.

```
79
Properties=species:S:1:pos:R:3:forces:R:3
N -4.97741 -1.37226 3.24117 -0.069 -0.086 0.629
C -4.11070 -0.48317 3.73719 -0.423 0.058 -0.985
C -3.80086 0.68736 3.05165 -0.031 0.246 -0.221
C -4.44096 0.97154 1.82554 -1.071 -1.099 0.360
C -5.32909 0.00120 1.30614 0.220 -0.309 0.631
C -5.58932 -1.13942 2.08283 0.339 0.697 -0.367
C -4.00953 2.11121 1.05811 0.242 0.405 -0.839
Mg 0.61783 0.97646 -1.10162 0.633 -2.447 1.352
P 3.07044 0.52763 -1.86016 -0.809 0.050 -0.257
C -4.05481 2.16726 -0.31543 -0.113 0.401 0.323
C -2.82972 2.42628 -1.06220 0.085 0.745 0.188
C -2.64202 1.96711 -2.39316 -0.402 -0.164 0.247
C -1.39549 1.99565 -3.00289 0.174 0.713 0.241
C -0.32441 2.56553 -2.28162 0.964 1.018 -1.424
C -0.46487 3.06012 -0.96494 -1.251 0.918 -0.844
C -1.73704 3.01900 -0.39466 0.948 -0.117 -0.102
Br 1.26695 3.28472 -3.31645 -2.374 0.473 1.084
H -3.49171 2.88106 1.64382 0.682 -0.668 -0.351
H -4.94908 1.89430 -0.87717 0.463 -0.943 0.146
H -2.99833 1.32628 3.42427 -0.427 0.105 0.010
H -5.75837 0.08094 0.30761 -0.070 0.155 0.378
H -3.65472 -0.70124 4.69629 -0.001 -0.119 -0.075
H -6.31028 -1.89085 1.75133 0.281 0.183 0.046
H -3.51809 1.61053 -2.94793 0.442 -0.018 0.224
H -1.87502 3.48159 0.57933 0.067 -0.249 -0.157
H -1.24725 1.71491 -4.04846 -0.141 0.033 0.390
H 0.33495 3.66518 -0.54786 -0.073 -0.119 0.077
P -0.25603 -1.96172 -0.70156 -0.503 -0.687 -0.497
C 3.59470 2.16838 -1.17606 0.224 0.177 -0.263
C 4.34476 3.12607 -2.09863 0.197 0.442 0.075
H 4.19898 1.94978 -0.28041 -0.226 -0.079 -0.213
H 2.69023 2.68437 -0.80227 0.268 -0.152 -0.047
H 4.67537 4.00039 -1.51825 -0.014 -0.243 -0.221
H 5.22344 2.66817 -2.56252 -0.183 0.119 0.168
H 3.68292 3.50179 -2.88905 0.497 -0.161 0.198
C 2.72248 0.52530 -3.66362 -0.320 0.602 -0.362
C 3.89290 0.69068 -4.61361 0.393 -0.064 -0.588
H 1.99814 1.33722 -3.87801 0.663 -1.187 0.210
H 2.17438 -0.40156 -3.88640 0.236 -0.042 0.236
H 3.50964 0.92338 -5.62066 0.219 -0.180 0.291
H 4.56369 1.51469 -4.33011 -0.244 -0.324 -0.087
H 4.47269 -0.24098 -4.68260 -0.014 0.370 -0.025
C 4.50917 -0.58856 -1.68282 -0.261 -0.464 0.607
C 5.87653 0.07006 -1.80706 0.329 0.053 -0.134
H 4.39894 -1.40788 -2.40874 -0.107 0.256 0.152
H 4.39732 -1.04153 -0.68585 0.183 0.002 -0.246
H 6.65137 -0.68766 -1.65675 -0.105 0.110 0.035
H 6.04616 0.50205 -2.79970 -0.081 -0.060 0.248
H 6.02339 0.84554 -1.04840 0.025 -0.125 -0.170
C 0.62137 -3.42352 0.02830 0.276 0.208 0.211
C 2.14625 -3.37132 -0.08764 0.112 -0.133 0.103
H 0.21988 -4.31424 -0.48322 0.053 0.273 0.234
H 0.33940 -3.50957 1.09033 0.129 -0.026 -0.337
H 2.56419 -4.32587 0.26617 -0.001 0.352 -0.206
H 2.48105 -3.19964 -1.12085 -0.076 -0.116 0.261
H 2.56317 -2.57374 0.54412 -0.064 -0.141 -0.172
C -0.27759 -2.52903 -2.45527 0.278 0.099 0.197
C -1.28046 -1.77617 -3.32268 0.007 -0.131 -0.236
H -0.49095 -3.60804 -2.42723 0.038 0.286 -0.186
H 0.74996 -2.39020 -2.82518 -0.258 -0.165 -0.102
H -1.26545 -2.19998 -4.33567 -0.131 0.218 0.221
H -2.30185 -1.85496 -2.92665 0.249 -0.002 -0.160
H -1.03101 -0.70837 -3.40217 -0.014 -0.183 0.015
C -1.99164 -2.41901 -0.23224 -0.307 0.382 -0.299
C -2.25929 -2.79566 1.22531 -0.105 0.060 0.072
H -2.29941 -3.23797 -0.90526 0.113 0.228 0.228
H -2.59702 -1.53357 -0.49653 -0.015 -0.399 0.065
H -3.28725 -3.16864 1.32558 0.294 0.092 0.011
H -1.58557 -3.58018 1.58930 -0.272 0.154 -0.067
H -2.18120 -1.92231 1.88367 0.055 -0.113 -0.025
N 0.59160 -0.32928 1.93817 -0.001 -0.100 -0.577
C 0.82946 0.08052 3.18863 0.141 0.252 0.137
C 1.03790 1.44225 3.12431 -0.015 0.395 -0.072
C 0.89449 1.79804 1.77889 -0.091 -1.465 0.427
N 0.63096 0.69123 1.04240 0.031 0.913 0.429
H 0.41068 -1.29467 1.65603 0.092 0.680 -0.147
H 0.85392 -0.60268 4.03750 -0.058 0.215 -0.412
H 1.26590 2.10694 3.92907 0.038 0.105 0.298
H 0.96794 2.77965 1.33478 0.042 -0.162 0.017
```
Positions in Å, forces in eV/Å.

Computed properties:
charge	+2
orbital gap (spin up / spin down)	6.697 / 6.696	eV
lowest unoccupied orbital energy (spin up / spin down)	-6.74 / -6.74	eV

Entry 2:
Computed, not measured: a cluster of 8 separate species, C28H44N4O8S2 in total in a non-equilibrium geometry, with ωB97M-V/def2-TZVPD.

```
86
Properties=species:S:1:pos:R:3:forces:R:3
C 14.05034 17.17224 13.32206 1.739 -0.752 -0.581
C 13.56875 18.09926 14.36799 -0.157 -0.580 0.127
O 12.92593 17.20002 15.36483 0.999 1.140 -1.478
S 12.30459 17.81785 16.65274 -0.883 -0.607 0.230
C 10.74270 18.33092 16.02112 0.552 -0.573 -0.992
O 12.05802 16.65513 17.44182 0.216 0.047 0.811
O 13.09500 18.90980 17.12232 0.094 0.211 0.046
H 13.33369 16.62431 12.74090 -0.640 -0.168 -0.046
H 14.72393 16.46127 13.84235 -0.429 0.065 -0.436
H 14.70621 17.70960 12.62078 -0.253 0.027 0.109
H 14.50204 18.47433 14.77897 -0.480 0.683 0.605
H 12.91426 18.89030 13.94451 0.115 -0.459 0.813
H 10.93887 18.67004 14.99479 -0.274 0.510 0.460
H 10.26282 19.03149 16.67421 -0.228 0.354 0.168
H 10.22416 17.38384 15.87400 -0.254 0.166 0.243
C 15.83237 15.58215 19.17000 0.400 0.961 0.575
C 16.29849 14.31169 19.84206 -0.355 0.243 1.266
O 15.43517 13.26059 19.33638 0.485 -1.173 -0.714
S 16.01453 11.75558 19.38950 0.358 1.643 0.452
C 15.96882 11.48825 21.12348 1.145 1.789 0.632
O 15.07754 10.89316 18.75575 -0.180 0.146 -0.316
O 17.39663 11.79309 18.98076 -0.565 -0.286 -0.119
H 16.41472 16.44306 19.52395 0.351 -0.304 -0.187
H 14.86612 15.83880 19.54422 -1.004 -0.102 0.009
H 15.78804 15.61976 18.08140 0.262 -0.490 0.087
H 17.37852 14.09548 19.68275 -0.859 -0.081 0.035
H 16.04659 14.35863 20.97318 0.785 0.120 -1.677
H 16.99996 11.80389 21.47625 -1.355 -0.619 -0.109
H 15.78481 10.45499 21.19286 -0.046 -1.325 0.636
H 15.17903 12.09222 21.62623 0.526 -0.563 -0.571
C 14.68636 9.22385 11.31582 1.717 -0.680 -0.673
C 13.44236 8.79049 11.63237 -1.255 -1.433 0.358
C 12.36349 9.46621 11.10478 -1.258 0.677 -1.311
N 12.42797 10.56591 10.29772 1.191 -1.274 1.494
C 13.68921 10.97982 10.06714 -1.286 1.144 -0.266
C 14.83236 10.32875 10.51222 -0.763 0.517 -0.272
H 15.55940 8.59436 11.52233 -0.232 0.458 0.213
H 13.29107 7.80480 12.12116 0.040 1.003 -0.084
H 11.35527 9.05657 11.18012 0.215 0.111 0.367
H 13.66060 11.93776 9.50546 0.757 -0.821 0.146
H 15.78064 10.63384 10.15650 0.876 0.348 -0.068
C 10.62345 13.83546 12.12346 1.407 0.067 -0.228
C 9.83057 14.94009 11.90445 -0.109 -0.461 1.774
C 9.74831 15.85644 12.97261 -0.190 -1.403 -2.235
N 10.50746 15.79377 14.00944 1.601 0.201 2.243
C 11.44232 14.83726 14.15598 -1.440 -1.674 -2.841
C 11.51408 13.76912 13.21131 -1.745 2.764 0.390
H 10.69203 13.06101 11.37409 -0.160 -0.228 -0.060
H 9.15502 14.92492 11.08763 -0.452 0.405 -0.672
H 8.99421 16.58954 12.96298 -0.783 1.132 -0.050
H 12.04420 14.85410 15.01080 0.817 0.202 1.156
H 12.16334 12.95716 13.26939 1.044 -1.182 0.456
C 17.46783 13.97341 14.90520 1.090 1.186 -1.300
C 16.69586 14.22076 13.77535 1.051 0.566 -0.114
C 15.48926 13.55404 13.68747 0.462 -0.082 -0.169
N 15.04173 12.66709 14.54734 0.551 -0.777 2.576
C 15.80700 12.49348 15.69844 -1.519 -0.440 -1.316
C 16.99009 13.14271 15.87552 0.163 -0.324 0.861
H 18.47948 14.40116 14.98449 -0.605 -0.085 0.057
H 17.04922 14.87867 12.93781 -0.440 -0.714 1.018
H 14.91639 13.71114 12.81584 -0.884 0.060 -0.895
H 15.51562 11.78169 16.49688 -0.394 0.385 -0.970
H 17.52652 12.94299 16.78537 0.318 0.004 0.142
C 15.93713 8.27924 16.63272 -0.646 -0.138 -0.153
C 15.27677 8.68617 15.47997 -0.058 0.393 -0.336
C 15.98831 9.24459 14.43435 -0.273 0.530 0.536
N 17.30806 9.40031 14.47917 0.898 -0.556 -0.120
C 17.94216 8.97378 15.57041 -0.382 0.321 1.558
C 17.27880 8.49226 16.74269 1.424 -0.002 -1.621
H 15.40853 7.76406 17.41041 -0.346 0.132 0.401
H 14.20995 8.70850 15.37951 -0.455 -0.407 0.131
H 15.47102 9.68076 13.57824 0.164 -0.277 0.228
H 19.02496 9.09090 15.63317 -0.199 0.053 -0.359
H 17.85176 8.21143 17.62570 -0.136 0.100 -0.272
C 18.69903 8.00972 11.47037 0.102 -0.546 -1.601
O 18.28830 9.36935 11.55170 0.041 -0.542 0.689
H 19.24901 7.53470 12.28687 -0.055 0.741 0.498
H 17.87044 7.29619 11.24129 0.210 0.635 0.113
H 19.38960 7.97619 10.59933 -0.435 -0.124 0.454
H 17.99411 9.56312 12.45957 0.068 -0.128 0.022
C 12.01689 11.13194 15.72200 -1.144 -0.635 0.177
O 12.56112 10.63630 14.51161 0.941 0.591 -0.251
H 12.18464 12.20426 15.87452 -0.192 -0.095 -0.207
H 10.91406 10.87975 15.68943 1.131 0.581 0.122
H 12.43216 10.61154 16.59306 0.082 0.006 -0.018
H 13.39590 11.13324 14.33968 -0.589 -0.313 0.200
```
Positions in Å, forces in eV/Å.

Computed properties:
charge	0
SMILES	CCOS(C)(=O)=O.CCOS(C)(=O)=O.c1ccncc1.c1ccncc1.c1ccncc1.c1ccncc1.CO.CO
orbital gap	9.517	eV
lowest unoccupied orbital energy	0.29	eV

Entry 3:
Computed, not measured: a structure of composition C28H45AuNO3PSSiTe in a non-equilibrium geometry, with ωB97M-V/def2-TZVPD.

```
82
Properties=species:S:1:pos:R:3:forces:R:3
Au 0.19576 0.59145 -0.53616 0.196 -0.052 -0.231
Te 0.33044 -0.32224 1.94435 -0.009 -0.067 0.142
C -2.10865 0.36901 -3.25286 -0.984 -0.212 -0.664
Si -0.31943 0.90897 -2.85585 -1.139 0.654 -0.790
C -0.42735 2.80387 -3.38444 0.529 0.121 -0.497
C 0.61888 -0.00897 -4.31314 -1.014 0.018 0.921
H -2.38737 0.60266 -4.30564 0.338 0.186 0.306
H -2.89641 0.87221 -2.64304 0.741 -0.579 -0.130
H -2.25526 -0.72765 -3.22884 0.054 0.345 0.459
H -0.55228 2.94597 -4.48671 0.475 -0.392 0.496
H 0.54320 3.25361 -3.07192 -0.540 0.061 -0.341
H -1.23894 3.46113 -3.01995 0.261 -0.606 0.559
H 0.19304 0.16130 -5.31349 0.140 0.251 0.308
H 0.46539 -1.07163 -4.08447 0.200 0.051 -0.056
H 1.66943 0.20173 -4.27668 0.657 0.035 -0.262
C -5.59920 1.21122 -1.31078 -2.061 0.532 0.337
C -5.01601 2.45803 -0.73799 1.668 1.098 -0.274
C -6.05494 3.37003 -0.06700 0.909 0.518 -0.632
C -4.43822 3.26358 -1.93300 1.360 -0.017 0.672
P -3.47164 1.89530 0.24086 -0.482 0.700 1.059
C -2.78626 3.43739 1.08079 -0.462 0.109 -1.014
C -1.49853 3.77914 0.71856 1.809 -0.117 0.337
C -0.70170 4.68306 1.47747 -1.581 -0.438 -0.868
C -1.31976 5.37304 2.49246 0.322 -0.258 1.447
C -2.67101 5.10982 2.82717 1.343 0.559 -1.837
C -3.39383 4.25181 2.04619 -0.445 -1.301 0.602
C -4.18520 0.91868 1.72982 0.848 -1.823 0.570
C -4.28025 -0.55688 1.16663 0.395 1.983 -3.207
C -3.20483 0.87375 2.96518 -0.365 -0.213 0.227
C -5.53708 1.23421 2.35615 0.449 1.811 0.082
H -6.13099 1.42336 -2.22803 -0.553 0.303 -0.283
H -6.28445 0.78159 -0.59898 -0.534 -0.330 0.158
H -4.94383 0.45551 -1.58395 1.768 -1.232 -0.312
H -6.96634 3.37558 -0.63715 -0.532 -0.006 -0.572
H -5.72551 4.42902 0.01166 0.061 -0.716 0.010
H -6.30586 3.00463 0.88417 -0.352 -0.119 1.277
H -5.30040 3.73719 -2.38726 0.043 0.419 -0.395
H -3.92051 2.61706 -2.68290 -0.389 0.536 0.635
H -3.68739 4.01499 -1.52785 -0.975 -0.564 -0.777
H -0.94767 3.26180 -0.07329 -0.471 -0.202 0.149
H 0.34071 4.78315 1.21874 0.082 0.174 0.089
H -0.69350 5.96943 3.16945 -0.430 0.064 -0.351
H -3.18872 5.67289 3.54378 -0.372 0.672 1.171
H -4.41738 4.06402 2.34271 -0.160 -0.013 -0.159
H -3.32459 -0.87415 0.69928 -0.327 0.039 0.738
H -5.00838 -0.64463 0.30073 0.644 0.348 1.015
H -4.64637 -1.21150 1.87013 -0.433 -1.595 1.946
H -2.15525 0.58877 2.81319 -0.296 0.124 -0.547
H -3.58648 0.11229 3.70812 0.144 0.772 -0.725
H -3.20294 1.85996 3.45027 0.013 -0.254 0.000
H -6.28408 1.34685 1.63116 -1.152 -0.150 -1.277
H -5.54868 2.23141 2.86304 0.197 -0.851 0.051
H -5.91062 0.46758 3.00800 0.271 -0.465 0.664
C 3.81762 0.14956 -1.07427 -0.785 2.664 -0.225
C 2.98496 1.41190 -1.49616 0.814 -0.515 -0.691
C 3.94736 2.51211 -2.01740 0.276 -0.706 1.048
C 2.07404 1.93032 -0.40548 -0.386 0.336 -2.081
H 4.39913 -0.15209 -1.93051 0.140 -0.712 -0.024
H 3.07109 -0.48458 -0.69336 -0.576 -1.718 0.122
H 4.44338 0.41841 -0.22636 0.357 0.047 -0.021
H 2.34036 1.13609 -2.35714 0.413 -0.054 0.394
H 4.64088 2.66331 -1.14597 -0.546 0.701 -0.770
H 3.32951 3.39402 -2.30031 0.945 -0.337 0.087
H 4.60793 2.11502 -2.82207 -0.678 0.456 0.140
H 1.69768 2.89657 -0.80161 -0.062 -0.265 0.965
H 2.46986 1.89389 0.58078 0.168 0.246 0.810
O 7.77323 -6.18082 4.45649 0.041 0.350 0.446
S 8.16777 -7.44269 3.89607 -0.377 -0.518 -2.314
O 8.01782 -8.61622 4.71625 0.109 -0.211 0.756
N 9.56932 -7.38741 3.12959 0.142 -0.244 -0.566
C 9.46801 -7.70190 1.80613 0.192 0.477 -0.664
O 10.37588 -7.71078 0.96034 -0.574 -0.154 0.917
C 8.01149 -7.96251 1.35367 0.472 -0.053 -1.313
C 7.47205 -8.23942 0.06073 1.247 0.454 0.111
C 6.10483 -8.44627 -0.01999 -0.516 0.170 0.748
C 5.28967 -8.34058 1.11401 -1.220 0.347 0.646
C 5.82557 -7.92980 2.33577 -0.814 -0.301 -0.753
C 7.17049 -7.78385 2.40466 1.024 0.150 1.194
H 8.10610 -8.20146 -0.87271 -0.625 -0.239 1.344
H 5.56158 -8.59457 -0.93033 0.242 -0.263 -0.672
H 4.17193 -8.48997 1.05986 1.386 0.181 -0.204
H 5.25777 -7.66669 3.20064 -0.668 -0.197 0.345
```
Positions in Å, forces in eV/Å.

Computed properties:
charge	-2
orbital gap (spin up / spin down)	5.394 / 5.830	eV
lowest unoccupied orbital energy (spin up / spin down)	3.42 / 3.10	eV
spin multiplicity	3